Entry 1:
Below is a molecular structure, C5H10MgO3 in a non-equilibrium geometry, with properties calculated with the ωB97M-V functional and the def2-TZVPD basis.

Properties
LUMO level (alpha / beta)   0.053 / 0.053 eV
Frontier orbital gap (alpha / beta)   6.0903 / 6.0895 eV
ΔE to the lowest compared entry with this formula, charge and spin   422.9 kJ/mol
Calculated total energy   -622.1913 hartree
2S+1   1
Strongest force on any atom   1.9 eV Å⁻¹

Atoms and positions in Å:
1 O 3.26 0.98 -0.29
2 C 0.02 3.25 -0.02
3 C -0.82 2.24 0.19
4 O -0.62 1.02 -0.40
5 C -1.49 -0.05 -0.03
6 C -0.79 -1.34 -0.39
7 O 0.52 -1.29 0.18
8 C 1.18 -2.56 0.21
9 Mg 1.54 0.47 -0.02
10 H 0.67 3.28 -0.90
11 H 0.15 4.00 0.76
12 H -1.50 2.21 1.04
13 H -2.42 0.05 -0.59
14 H -1.70 -0.04 1.05
15 H -0.71 -1.45 -1.49
16 H -1.35 -2.18 0.02
17 H 2.20 -2.38 0.58
18 H 0.65 -3.23 0.90
19 H 1.22 -2.99 -0.79

List of natural (NBO) charges in e, atom by atom: atom 1 (O): -1.71, atom 2 (C): -0.44, atom 3 (C): 0.08, atom 4 (O): -0.59, atom 5 (C): -0.09, atom 6 (C): -0.09, atom 7 (O): -0.64, atom 8 (C): -0.26, atom 9 (Mg): 1.68, atom 10 (H): 0.24, atom 11 (H): 0.23, atom 12 (H): 0.18, atom 13 (H): 0.21, atom 14 (H): 0.19, atom 15 (H): 0.20, atom 16 (H): 0.20, atom 17 (H): 0.24, atom 18 (H): 0.18, atom 19 (H): 0.19



Entry 2:
Below is a molecular structure, C18H8Br2N7OS2SeV in a non-equilibrium geometry, with properties calculated with the ωB97M-V functional and the def2-TZVPD basis.

Properties
LUMO level (alpha / beta)   -1.720 / -1.753 eV
Frontier orbital gap (alpha / beta)   6.0569 / 6.2544 eV
ΔE to the lowest compared entry with this formula, charge and spin   88.5 kJ/mol
Calculated total energy   -10439.1976 hartree
⟨S²⟩   2.017
2S+1   3
Strongest force on any atom   2.7 eV Å⁻¹

Atoms and positions in Å:
1 V 0.09 0.01 -0.25
2 Se -5.40 0.00 -5.41
3 N -5.43 -0.02 -3.65
4 C -4.18 -0.05 -3.23
5 C -3.80 -0.12 -1.84
6 C -4.70 -0.14 -0.78
7 C -4.20 -0.27 0.50
8 C -2.83 -0.36 0.70
9 N -1.96 -0.29 -0.30
10 C -2.43 -0.17 -1.55
11 C -1.42 -0.07 -2.59
12 N -0.14 0.00 -2.17
13 C 0.82 0.09 -3.09
14 C 0.55 0.08 -4.46
15 C -0.75 0.02 -4.89
16 C -1.77 -0.04 -3.94
17 C -3.18 -0.05 -4.27
18 N -3.64 -0.03 -5.50
19 H -5.76 -0.07 -0.98
20 H -4.87 -0.30 1.36
21 H -2.42 -0.49 1.69
22 H 1.84 0.16 -2.73
23 H 1.38 0.13 -5.15
24 H -1.01 0.02 -5.95
25 Br 0.33 -0.06 2.59
26 C 1.40 1.39 3.35
27 Br 2.20 2.60 2.09
28 H 2.20 0.92 3.91
29 H 0.75 1.96 3.99
30 S 2.34 -0.34 -0.21
31 C 1.88 -2.01 -0.35
32 S 0.21 -2.31 -0.08
33 C 2.79 -2.99 -0.71
34 C 2.38 -4.34 -0.90
35 N 2.06 -5.43 -1.08
36 C 4.14 -2.66 -0.99
37 N 5.23 -2.39 -1.23
38 O -1.67 3.61 -0.76
39 C -1.05 2.69 -0.38
40 N -0.42 1.75 0.02

List of natural (NBO) charges in e, atom by atom: atom 1 (V): 0.86, atom 2 (Se): 0.99, atom 3 (N): -0.62, atom 4 (C): 0.18, atom 5 (C): -0.09, atom 6 (C): -0.10, atom 7 (C): -0.23, atom 8 (C): 0.09, atom 9 (N): -0.43, atom 10 (C): 0.16, atom 11 (C): 0.26, atom 12 (N): -0.47, atom 13 (C): 0.09, atom 14 (C): -0.23, atom 15 (C): -0.09, atom 16 (C): -0.10, atom 17 (C): 0.11, atom 18 (N): -0.61, atom 19 (H): 0.25, atom 20 (H): 0.24, atom 21 (H): 0.22, atom 22 (H): 0.25, atom 23 (H): 0.24, atom 24 (H): 0.25, atom 25 (Br): 0.16, atom 26 (C): -0.51, atom 27 (Br): 0.09, atom 28 (H): 0.24, atom 29 (H): 0.23, atom 30 (S): -0.11, atom 31 (C): -0.18, atom 32 (S): -0.10, atom 33 (C): -0.43, atom 34 (C): 0.30, atom 35 (N): -0.33, atom 36 (C): 0.30, atom 37 (N): -0.33, atom 38 (O): -0.55, atom 39 (C): 0.83, atom 40 (N): -0.83



Entry 3:
Below is 11 unconnected molecules or ions with the total composition C30H70ClN10O14 in a non-equilibrium geometry, with properties calculated with the ωB97M-V functional and the def2-TZVPD basis.

Properties
LUMO level   2.179 eV
Total charge   -1
Frontier orbital gap   8.2969 eV
ΔE to the lowest compared entry with this formula, charge and spin   110.2 kJ/mol
Calculated total energy   -3246.1926 hartree
2S+1   1
Strongest force on any atom   2.1 eV Å⁻¹

Atoms and positions in Å:
1 Cl -0.77 0.12 0.53
2 O -0.70 0.31 -0.90
3 O -0.04 1.22 1.09
4 O -2.13 0.16 1.02
5 O -0.24 -1.16 0.91
6 C 2.56 1.56 3.89
7 C 3.63 0.99 2.99
8 O 3.50 -0.13 2.54
9 N 4.75 1.72 2.79
10 C 5.95 1.10 2.27
11 H 2.58 2.65 3.99
12 H 2.58 1.07 4.85
13 H 1.62 1.38 3.37
14 H 4.89 2.59 3.28
15 H 6.68 1.86 1.97
16 H 5.80 0.49 1.38
17 H 6.42 0.46 3.02
18 C -1.22 6.57 0.92
19 C -2.11 5.37 1.22
20 O -3.23 5.32 0.73
21 N -1.62 4.46 2.08
22 C -2.35 3.29 2.55
23 H -0.91 7.14 1.80
24 H -1.70 7.24 0.22
25 H -0.28 6.21 0.48
26 H -0.65 4.52 2.35
27 H -1.72 2.41 2.43
28 H -3.29 3.06 2.04
29 H -2.60 3.41 3.60
30 C 2.81 -4.81 -0.72
31 C 1.82 -4.00 0.10
32 O 2.19 -3.40 1.10
33 N 0.48 -4.07 -0.10
34 C -0.26 -4.53 -1.27
35 H 2.36 -5.47 -1.46
36 H 3.25 -5.48 0.03
37 H 3.56 -4.12 -1.09
38 H -0.01 -3.47 0.55
39 H -1.16 -5.03 -0.90
40 H 0.33 -5.22 -1.86
41 H -0.51 -3.66 -1.90
42 C 5.23 -2.08 -1.85
43 C 4.52 -1.16 -0.87
44 O 4.20 -1.52 0.25
45 N 4.23 0.07 -1.34
46 C 3.44 1.03 -0.60
47 H 4.49 -2.45 -2.57
48 H 5.70 -2.90 -1.32
49 H 6.01 -1.57 -2.43
50 H 4.62 0.39 -2.21
51 H 2.47 0.70 -0.24
52 H 3.29 1.92 -1.23
53 H 3.98 1.40 0.28
54 C -4.13 -4.07 -5.15
55 C -3.30 -3.05 -4.41
56 O -2.44 -2.39 -4.99
57 N -3.58 -2.90 -3.10
58 C -3.03 -1.88 -2.23
59 H -4.92 -3.55 -5.69
60 H -4.59 -4.78 -4.46
61 H -3.58 -4.68 -5.86
62 H -4.38 -3.41 -2.79
63 H -2.90 -2.27 -1.22
64 H -3.69 -1.01 -2.16
65 H -2.03 -1.61 -2.54
66 C -0.09 3.76 -1.35
67 C 1.23 4.26 -0.79
68 O 1.96 4.98 -1.47
69 N 1.50 3.92 0.47
70 C 2.76 4.30 1.08
71 H -0.23 4.32 -2.27
72 H -0.91 3.96 -0.67
73 H 0.02 2.69 -1.53
74 H 0.88 3.39 1.05
75 H 2.67 4.42 2.16
76 H 3.22 5.21 0.71
77 H 3.48 3.48 1.00
78 C -5.56 -0.91 1.26
79 C -4.92 -2.23 1.67
80 O -5.62 -3.14 2.10
81 N -3.61 -2.36 1.42
82 C -2.85 -3.55 1.68
83 H -6.41 -0.68 1.90
84 H -5.80 -0.89 0.20
85 H -4.89 -0.08 1.49
86 H -3.12 -1.49 1.23
87 H -2.63 -4.12 0.78
88 H -3.38 -4.24 2.34
89 H -1.93 -3.33 2.23
90 C -0.31 -0.86 4.41
91 C 1.02 -1.51 4.75
92 O 1.74 -1.97 3.90
93 N 1.29 -1.58 6.08
94 C 2.52 -2.22 6.55
95 H -0.87 -0.65 5.32
96 H -0.96 -1.55 3.86
97 H -0.14 0.02 3.79
98 H 0.73 -1.14 6.78
99 H 2.64 -3.16 6.01
100 H 2.44 -2.32 7.63
101 H 3.33 -1.51 6.38
102 C 1.29 -1.37 -2.84
103 C 1.48 -2.56 -3.75
104 O 2.62 -3.03 -3.88
105 N 0.42 -3.13 -4.33
106 C 0.42 -4.10 -5.41
107 H 1.85 -0.51 -3.19
108 H 1.56 -1.56 -1.81
109 H 0.25 -1.05 -2.91
110 H -0.49 -2.79 -4.06
111 H 0.66 -5.07 -4.98
112 H 1.13 -3.82 -6.19
113 H -0.57 -4.17 -5.86
114 C -3.03 5.90 -2.91
115 C -3.25 4.40 -2.86
116 O -3.27 3.74 -3.89
117 N -3.38 3.82 -1.65
118 C -3.52 2.43 -1.34
119 H -3.95 6.49 -2.86
120 H -2.57 6.10 -3.88
121 H -2.37 6.30 -2.14
122 H -3.59 4.41 -0.85
123 H -4.52 2.09 -1.63
124 H -3.43 2.23 -0.27
125 H -2.82 1.73 -1.80

Mulliken population analysis, charges in e, atoms 1 to 99: atom 1 (Cl): 0.72, atom 2 (O): -0.61, atom 3 (O): -0.12, atom 4 (O): -0.86, atom 5 (O): -0.16, atom 6 (C): -0.54, atom 7 (C): 0.41, atom 8 (O): -0.35, atom 9 (N): -0.04, atom 10 (C): -0.79, atom 11 (H): 0.38, atom 12 (H): 0.30, atom 13 (H): -0.39, atom 14 (H): 0.26, atom 15 (H): 0.36, atom 16 (H): 0.13, atom 17 (H): 0.31, atom 18 (C): -1.13, atom 19 (C): 0.76, atom 20 (O): -0.79, atom 21 (N): 0.03, atom 22 (C): -0.75, atom 23 (H): 0.42, atom 24 (H): 0.33, atom 25 (H): 0.18, atom 26 (H): 0.26, atom 27 (H): 0.03, atom 28 (H): 0.29, atom 29 (H): 0.37, atom 30 (C): -0.84, atom 31 (C): 0.64, atom 32 (O): -0.46, atom 33 (N): 0.13, atom 34 (C): -0.75, atom 35 (H): 0.39, atom 36 (H): 0.40, atom 37 (H): -0.20, atom 38 (H): -0.10, atom 39 (H): 0.33, atom 40 (H): 0.32, atom 41 (H): 0.13, atom 42 (C): -1.39, atom 43 (C): 0.62, atom 44 (O): -0.38, atom 45 (N): 0.08, atom 46 (C): -0.46, atom 47 (H): 0.05, atom 48 (H): 0.39, atom 49 (H): 0.48, atom 50 (H): 0.28, atom 51 (H): 0.12, atom 52 (H): 0.49, atom 53 (H): -0.31, atom 54 (C): -1.22, atom 55 (C): 0.80, atom 56 (O): -0.68, atom 57 (N): -0.06, atom 58 (C): -0.38, atom 59 (H): 0.29, atom 60 (H): 0.36, atom 61 (H): 0.29, atom 62 (H): 0.23, atom 63 (H): -0.02, atom 64 (H): 0.60, atom 65 (H): -0.16, atom 66 (C): 0.32, atom 67 (C): 0.19, atom 68 (O): -0.73, atom 69 (N): 0.58, atom 70 (C): -0.96, atom 71 (H): 0.37, atom 72 (H): -0.39, atom 73 (H): -0.14, atom 74 (H): -0.19, atom 75 (H): 0.32, atom 76 (H): 0.38, atom 77 (H): 0.11, atom 78 (C): -0.78, atom 79 (C): 0.90, atom 80 (O): -0.72, atom 81 (N): 0.31, atom 82 (C): -0.74, atom 83 (H): 0.37, atom 84 (H): 0.20, atom 85 (H): 0.07, atom 86 (H): -0.03, atom 87 (H): 0.11, atom 88 (H): 0.46, atom 89 (H): 0.14, atom 90 (C): 0.18, atom 91 (C): 0.27, atom 92 (O): -0.35, atom 93 (N): -0.22, atom 94 (C): -0.88, atom 95 (H): 0.46, atom 96 (H): -0.24, atom 97 (H): -0.32, atom 98 (H): 0.23, atom 99 (H): 0.25



Entry 4:
Below is a single C4H5N molecule, with properties calculated with the ωB97M-V functional and the def2-TZVPD basis.

Properties
LUMO level   1.109 eV
Frontier orbital gap   9.4335 eV
ΔE to the lowest compared entry with this formula, charge and spin   17.2 kJ/mol
Calculated total energy   -210.1572 hartree
2S+1   1
Strongest force on any atom   0.9 eV Å⁻¹

Atoms and positions in Å:
1 C 0.43 -1.04 0.58
2 C -0.94 -0.68 0.47
3 C -1.01 0.62 0.04
4 N 0.30 1.08 -0.10
5 C 1.16 0.07 0.25
6 H 0.84 -2.00 0.83
7 H -1.80 -1.30 0.69
8 H -1.92 1.05 -0.36
9 H 0.68 2.01 -0.24
10 H 2.23 0.22 0.28

List of natural (NBO) charges in e, atom by atom: atom 1 (C): -0.31, atom 2 (C): -0.29, atom 3 (C): -0.09, atom 4 (N): -0.52, atom 5 (C): -0.07, atom 6 (H): 0.22, atom 7 (H): 0.22, atom 8 (H): 0.22, atom 9 (H): 0.41, atom 10 (H): 0.21



Entry 5:
Below is a single C3H6N2O2 molecule, with properties calculated with the ωB97M-V functional and the def2-TZVPD basis.

Properties
LUMO level   0.784 eV
Frontier orbital gap   10.5555 eV
ΔE to the lowest compared entry with this formula, charge and spin   121.1 kJ/mol
Calculated total energy   -377.9132 hartree
2S+1   1
Strongest force on any atom   0.4 eV Å⁻¹

Atoms and positions in Å:
1 H 0.63 -1.36 -2.39
2 N 0.27 -0.86 -1.58
3 C 0.19 -1.64 -0.58
4 O -0.24 -1.27 0.62
5 C -0.94 -0.03 0.77
6 C -0.10 1.25 0.93
7 N 0.93 1.41 0.06
8 O -0.40 2.06 1.78
9 H 0.47 -2.70 -0.56
10 H -1.64 0.11 -0.07
11 H -1.49 -0.14 1.71
12 H 1.38 2.31 0.09
13 H 0.95 0.85 -0.78

List of natural (NBO) charges in e, atom by atom: atom 1 (H): 0.36, atom 2 (N): -0.77, atom 3 (C): 0.44, atom 4 (O): -0.48, atom 5 (C): -0.18, atom 6 (C): 0.64, atom 7 (N): -0.83, atom 8 (O): -0.61, atom 9 (H): 0.16, atom 10 (H): 0.21, atom 11 (H): 0.23, atom 12 (H): 0.40, atom 13 (H): 0.43



Entry 6:
Below is a molecular structure, C3H9NO2S in a non-equilibrium geometry, with properties calculated with the ωB97M-V functional and the def2-TZVPD basis.

Properties
LUMO level   0.402 eV
Frontier orbital gap   9.3500 eV
ΔE to the lowest compared entry with this formula, charge and spin   283.4 kJ/mol
Calculated total energy   -723.0604 hartree
2S+1   1
Strongest force on any atom   10.3 eV Å⁻¹

Atoms and positions in Å:
1 O 1.86 0.62 -1.85
2 S 0.15 -2.47 -3.83
3 C 1.10 -0.30 -2.15
4 N 0.11 -0.69 -1.26
5 C 1.31 -1.10 -3.45
6 C 0.00 0.00 0.00
7 H -0.96 -1.71 -4.00
8 H -0.38 -1.57 -1.40
9 H 1.34 -0.36 -4.27
10 H 2.32 -1.52 -3.33
11 H -0.84 -0.44 0.57
12 H -0.20 1.08 -0.15
13 H 0.92 -0.11 0.59
14 O 2.57 2.49 -2.13
15 H 2.14 1.64 -1.89
16 H 1.90 3.18 -1.92

List of natural (NBO) charges in e, atom by atom: atom 1 (O): -0.61, atom 2 (S): -0.02, atom 3 (C): 0.71, atom 4 (N): -0.61, atom 5 (C): -0.62, atom 6 (C): -0.42, atom 7 (H): 0.13, atom 8 (H): 0.42, atom 9 (H): 0.26, atom 10 (H): 0.27, atom 11 (H): 0.21, atom 12 (H): 0.22, atom 13 (H): 0.21, atom 14 (O): -1.00, atom 15 (H): 0.44, atom 16 (H): 0.43



Entry 7:
Below is a molecular structure, C5H6F6NO7RbS2 in a non-equilibrium geometry, with properties calculated with the ωB97M-V functional and the def2-TZVPD basis.

Properties
LUMO level   -0.713 eV
Frontier orbital gap   8.6605 eV
ΔE to the lowest compared entry with this formula, charge and spin   198.7 kJ/mol
Calculated total energy   -2195.1506 hartree
2S+1   1
Strongest force on any atom   5.9 eV Å⁻¹

Atoms and positions in Å:
1 Rb 27.89 -6.80 -23.62
2 C 29.11 -8.73 -20.47
3 F 29.50 -7.44 -20.60
4 F 29.52 -9.24 -19.24
5 F 27.78 -8.78 -20.70
6 S 29.92 -9.76 -21.96
7 O 31.33 -9.26 -21.95
8 O 29.69 -11.17 -21.64
9 N 29.02 -9.26 -23.34
10 S 29.70 -10.13 -24.41
11 O 31.14 -9.89 -24.51
12 O 29.34 -11.57 -24.28
13 C 28.92 -9.27 -26.05
14 F 27.62 -9.69 -26.04
15 F 29.03 -8.01 -25.96
16 F 29.57 -9.70 -27.14
17 C 24.46 -7.78 -26.22
18 O 24.98 -6.70 -27.01
19 C 25.76 -5.74 -26.58
20 O 26.16 -5.66 -25.41
21 O 26.18 -4.95 -27.61
22 C 27.08 -3.95 -27.22
23 H 25.31 -8.19 -25.68
24 H 24.10 -8.48 -26.97
25 H 23.70 -7.46 -25.50
26 H 28.06 -4.26 -26.86
27 H 26.60 -3.22 -26.56
28 H 27.27 -3.38 -28.14

List of natural (NBO) charges in e, atom by atom: atom 1 (Rb): 0.98, atom 2 (C): 0.79, atom 3 (F): -0.33, atom 4 (F): -0.30, atom 5 (F): -0.33, atom 6 (S): 2.07, atom 7 (O): -0.88, atom 8 (O): -0.87, atom 9 (N): -1.26, atom 10 (S): 2.11, atom 11 (O): -0.92, atom 12 (O): -0.89, atom 13 (C): 0.78, atom 14 (F): -0.34, atom 15 (F): -0.32, atom 16 (F): -0.30, atom 17 (C): -0.24, atom 18 (O): -0.48, atom 19 (C): 1.01, atom 20 (O): -0.74, atom 21 (O): -0.47, atom 22 (C): -0.26, atom 23 (H): 0.19, atom 24 (H): 0.22, atom 25 (H): 0.20, atom 26 (H): 0.19, atom 27 (H): 0.19, atom 28 (H): 0.21



Entry 8:
Below is a single C7H4F2 molecule in a non-equilibrium geometry, with properties calculated with the ωB97M-V functional and the def2-TZVPD basis.

Properties
LUMO level   -0.622 eV
Frontier orbital gap   8.3029 eV
ΔE to the lowest compared entry with this formula, charge and spin   119.9 kJ/mol
Calculated total energy   -468.6311 hartree
2S+1   1
Strongest force on any atom   6.2 eV Å⁻¹

Atoms and positions in Å:
1 C 1.45 -0.54 1.09
2 C 0.44 -0.04 0.09
3 C -0.65 -1.52 -0.36
4 F -0.24 -2.71 -0.14
5 C -1.57 -0.92 -1.07
6 C -2.03 0.27 -1.27
7 C -1.28 1.37 -1.00
8 C -0.12 1.16 -0.23
9 F 0.42 2.34 0.13
10 H 1.05 -0.39 2.21
11 H 2.44 0.12 0.96
12 H 1.78 -1.50 0.87
13 H -1.69 2.35 -1.28

List of natural (NBO) charges in e, atom by atom: atom 1 (C): -0.66, atom 2 (C): -0.04, atom 3 (C): 0.39, atom 4 (F): -0.27, atom 5 (C): -0.05, atom 6 (C): 0.01, atom 7 (C): -0.32, atom 8 (C): 0.32, atom 9 (F): -0.32, atom 10 (H): 0.24, atom 11 (H): 0.23, atom 12 (H): 0.23, atom 13 (H): 0.24